[1]
Below is a molecular structure, C5H4O2, with properties calculated with wB97M-V/def2-TZVPD.

The geometry in XYZ format:
```
11
C5H4O2 wB97M-V/def2-TZVPD
O -1.41321 -1.00018 -1.83151
O 1.24241 0.30810 -1.35785
C 0.47911 -0.28228 -0.45688
C 0.74967 -0.27761 0.95166
C -0.44056 0.73080 1.06363
C -1.47653 0.37638 0.22851
C -0.97723 -0.47158 -0.83627
H -2.46792 0.82049 0.27139
H 0.48620 -1.18095 1.50025
H 2.10732 0.53530 -0.98364
H 1.72298 0.10868 1.26095
```

Output
**Highest occupied orbital energy (alpha / beta)**: -8.445 / -8.444 eV
**Largest force on an atom**: 0.5 eV/A
**2S+1**: 1

These are the Mulliken partial charges, in e, on atoms 1 to 6:
1. O -0.562
2. O -0.391
3. C 0.511
4. C -0.252
5. C -0.630
6. C -0.224


[2]
Below is C7H9N in the gas phase in a non-equilibrium geometry, with properties calculated with wB97M-V/def2-TZVPD.

The geometry in XYZ format:
```
17
C7H9N wB97M-V/def2-TZVPD
N 0.06523 1.04016 0.52570
C -0.41165 1.32496 -0.72046
C -1.66050 0.01931 -2.49867
C 0.86873 -0.96113 1.80185
C -0.69545 0.14923 -1.37041
C 0.15540 -0.31703 0.68452
C 2.02433 -0.50556 2.26102
C -0.32655 -0.89209 -0.46246
H 2.56582 -0.99868 3.05921
H -0.26217 -1.95144 -0.66617
H -2.70327 0.14149 -2.19153
H 0.32010 -1.77485 2.25778
H 0.40040 1.68049 1.22290
H -1.48740 0.68495 -3.34618
H 2.49502 0.38375 1.85596
H -0.48712 2.33736 -1.08500
H -1.64943 -0.97985 -2.93219
```

Output
**Highest occupied orbital energy**: -7.884 eV
**SMILES**: C=Cc1cc(C)c[nH]1
**Largest force on an atom**: 1.1 eV/A
**2S+1**: 1

These are the Mulliken partial charges, in e, on atoms 1 to 6:
1. N -0.023
2. C -0.695
3. C -1.246
4. C -0.269
5. C 0.697
6. C 0.053


[3]
Below is C5H8N2 in the gas phase, with properties calculated with wB97M-V/def2-TZVPD.

The geometry in XYZ format:
```
15
C5H8N2 wB97M-V/def2-TZVPD
N 1.62484 -0.52605 -1.02462
N -0.23885 0.62176 -0.02535
C -0.44174 -1.59977 -0.06244
C 0.42130 -0.56508 -0.28837
C 0.54553 1.72800 0.49306
C -1.55064 0.32838 0.27585
C -1.71357 -1.02979 0.23878
H 0.47045 2.64533 -0.09648
H -0.17945 -2.64565 -0.11847
H 0.28361 1.93968 1.53580
H 1.57581 1.37076 0.49836
H 1.61186 -1.28580 -1.69020
H -2.64105 -1.57375 0.34826
H -2.27044 1.12019 0.44011
H 2.50236 -0.52819 -0.52428
```

Output
**Highest occupied orbital energy**: -7.793 eV
**SMILES**: Cn1cccc1N
**Largest force on an atom**: 0.5 eV/A
**2S+1**: 1

These are the Mulliken partial charges, in e, on atoms 1 to 6:
1. N -0.534
2. N 0.166
3. C -0.622
4. C 0.232
5. C -0.825
6. C -0.479